The molecule C3H10N4S. Source: OMol25; level of theory: the ωB97M-V functional and the def2-TZVPD basis.

```
18
Properties=species:S:1:pos:R:3:forces:R:3:lowdin_charge:R:1
H -0.950032 0.508805 -1.812008 0.3116 1.1920 -1.2592 -0.06
N -1.191016 -0.217300 -1.207264 -0.6022 -2.0612 1.8998 0.12
C -0.331915 -0.308506 -0.251133 -1.0940 1.8187 -4.2330 -0.57
N -0.437787 -1.293496 0.661786 0.2312 -0.7062 0.1429 -0.25
C -1.456408 -2.315034 0.413703 -1.7804 2.9614 0.4410 -0.06
N -0.406758 -0.646527 1.883498 0.5521 -3.7379 4.7338 0.04
N 0.742797 0.605011 -0.198387 -0.4013 -2.3729 0.8544 -0.55
C 1.975448 0.039875 0.389477 1.7198 2.9618 -0.2445 -0.12
S 0.539585 2.023873 -1.056354 0.7528 0.8231 1.4614 0.81
H -1.445064 -3.012163 1.221406 0.0560 -0.6083 0.3743 0.07
H -1.230880 -2.689286 -0.530715 0.2927 -1.1943 -1.4202 0.06
H -2.498148 -1.812983 0.283856 1.4992 -0.8564 0.4917 0.11
H -1.304124 -0.236131 2.112094 -0.5564 0.1630 -0.1851 0.08
H -0.335987 -1.522266 2.633659 -0.0084 3.1637 -2.0749 0.17
H 2.813219 0.651007 -0.173704 -1.1670 -1.8225 1.1590 0.10
H 2.022403 0.350397 1.452209 0.1266 -0.1914 -0.4474 0.06
H 2.061652 -1.067667 0.393226 -0.2149 0.8852 -0.7107 0.09
H 0.160193 2.816493 0.031926 0.2827 -0.4178 -0.9832 -0.09
```
Positions in Å, forces in eV/Å.

Computed properties:
- Kohn-Sham gap (Ha) = 0.3425
- E_HOMO (Ha) = -0.3163
- LUMO (eV) = 0.71
- energy relative to the best compared isomer or geometry (same formula, charge and spin) (kcal/mol) = 41.99
- net charge = 0
- largest force on an atom (eV/Å) = 6.1
- energy (hartree) = -737.4098
- SMILES = [H]/N=C(/N(C)N)N(C)S